118
Properties=species:S:1:pos:R:3 method="wB97M-V/def2-TZVPD" multiplicity=5 homo_lumo_gap_ha="0.2807 / 0.1730" s_squared=6.0159 e_above_lowest_kcal_mol=26.78 charge=+4
Pt -0.2084 0.3312 0.3843
C 0.5944 -3.1505 -7.4322
S 1.6471 -2.1277 -6.4012
C 0.6710 -0.5806 -6.3028
C 0.8882 0.1677 -4.9854
C 0.7518 -0.7819 -3.7836
N 0.3559 -0.1775 -2.5056
P -0.9774 -0.9112 -1.6508
C -0.9551 -2.6509 -2.1949
C -2.0747 -3.2666 -2.7499
C -1.9979 -4.5918 -3.1491
C -0.8265 -5.3101 -2.9643
C 0.2910 -4.6970 -2.4140
C 0.2273 -3.3740 -2.0222
C -2.5075 -0.1771 -2.2853
C -3.6718 -0.4727 -1.5726
C -4.8844 0.0448 -1.9876
C -4.9422 0.8651 -3.1064
C -3.7872 1.1594 -3.8152
C -2.5689 0.6500 -3.4005
P 1.4635 0.3900 -1.2839
C 2.9836 -0.5952 -1.4074
C 3.1771 -1.6794 -0.5545
C 4.3335 -2.4322 -0.6408
C 5.3071 -2.1004 -1.5712
C 5.1157 -1.0170 -2.4174
C 3.9626 -0.2558 -2.3392
C 1.9737 2.0925 -1.6365
C 1.5741 2.8794 -2.7098
C 2.0600 4.1736 -2.8237
C 2.9171 4.6944 -1.8657
C 3.2952 3.9183 -0.7792
C 2.8246 2.6257 -0.6617
H 1.1767 -4.0154 -7.7402
H 0.2593 -2.5990 -8.3075
H -0.2631 -3.4855 -6.8510
H -0.3776 -0.8421 -6.4433
H 0.9805 0.0460 -7.1430
H 0.1299 0.9503 -4.9432
H 1.8727 0.6360 -4.9745
H 1.7067 -1.3060 -3.6668
H -0.0228 -1.5174 -4.0294
H -2.9963 -2.7218 -2.8866
H -2.8549 -5.0676 -3.5999
H -0.7814 -6.3480 -3.2518
H 1.2050 -5.2583 -2.2866
H 1.0959 -2.8865 -1.6015
H -3.6197 -1.1260 -0.7109
H -5.7861 -0.1896 -1.4445
H -5.8872 1.2674 -3.4349
H -3.8369 1.7828 -4.6955
H -1.6659 0.8694 -3.9459
H 2.4268 -1.9219 0.1863
H 4.4829 -3.2717 0.0199
H 6.2126 -2.6841 -1.6318
H 5.8765 -0.7615 -3.1376
H 3.8229 0.5971 -2.9870
H 0.9172 2.4841 -3.4683
H 1.7954 4.7726 -3.6812
H 3.3049 5.6952 -1.9715
H 3.9698 4.3168 -0.0396
H 3.1355 2.0104 0.1727
C -1.8529 3.4888 -1.7427
N -1.3072 4.5122 -0.8378
C -2.2449 5.6460 -0.6979
C -0.8718 3.8950 0.4636
C -1.8794 2.9643 1.1010
C -2.9846 3.4951 1.7665
C -3.9141 2.6788 2.3859
C -3.7441 1.3064 2.3734
C -2.6420 0.7668 1.7291
C -1.7005 1.5786 1.0953
H -2.0516 3.9157 -2.7231
H -2.7890 3.1060 -1.3376
H -1.1472 2.6625 -1.8366
H -0.4553 4.8932 -1.2658
H -3.2127 5.2970 -0.3487
H -2.3853 6.1322 -1.6622
H -1.8561 6.3873 -0.0035
H -0.6396 4.7120 1.1503
H 0.0425 3.3291 0.2529
H -3.1043 4.5648 1.8285
H -4.7707 3.1104 2.8780
H -4.4562 0.6564 2.8568
H -2.5348 -0.3149 1.6982
C 3.0548 0.5841 6.4077
Si 1.2875 0.4302 7.0887
C 0.7101 -1.3199 7.5532
C 0.9577 1.6831 8.5004
C 0.0891 1.1314 5.6467
Te 0.2528 0.2523 3.7205
C -0.8964 -1.4640 4.1945
Si -0.0401 -3.0874 3.5299
C -1.0815 -4.5612 4.1025
C -0.1543 -2.8261 1.6288
C 1.7582 -3.1319 4.1408
H 3.7647 0.2127 7.1408
H 3.3211 1.6196 6.2114
H 3.2087 0.0194 5.4906
H 1.3026 -1.6820 8.3891
H 0.8307 -2.0347 6.7444
H -0.3280 -1.3451 7.8747
H 1.5823 1.4224 9.3490
H -0.0791 1.6624 8.8235
H 1.2069 2.6944 8.1931
H 0.3016 2.1897 5.5378
H -0.9406 1.0046 5.9694
H -1.8666 -1.3907 3.7152
H -1.0487 -1.4706 5.2672
H -2.1234 -4.4958 3.7993
H -1.0575 -4.6822 5.1819
H -0.6676 -5.4686 3.6739
H -1.1704 -3.0005 1.2830
H 0.4823 -3.5179 1.0871
H 0.1348 -1.7978 1.3449
H 1.8153 -3.4724 5.1717
H 2.2614 -2.1670 4.0824
H 2.3366 -3.8402 3.5547

128
Properties=species:S:1:pos:R:3 method="wB97M-V/def2-TZVPD" homo_lumo_gap_ha=0.2189 e_above_lowest_kcal_mol=14.27 charge=-1
Rb -0.6208 0.2675 0.0004
C -5.8807 1.6194 -3.8637
N -5.3588 0.6680 -2.9062
C -5.8795 -0.6740 -3.1171
C -4.0046 0.7905 -2.4838
N -3.6123 0.4734 -1.3257
C -4.5772 0.0723 -0.3117
C -3.9009 -0.1691 1.0294
N -2.7806 -1.1128 1.0079
C -3.1232 -2.4275 0.4662
C -3.0021 -2.6239 -1.0502
N -1.7642 -2.1714 -1.6458
C -0.8568 -3.0142 -1.9563
N -0.8776 -4.3659 -1.5371
C -0.4882 -4.6464 -0.1668
C -0.6606 -5.4258 -2.4950
N 0.1898 -2.6544 -2.7810
C 0.2268 -1.3189 -3.3586
C 1.4909 -3.2911 -2.6825
C -2.2511 -1.2914 2.3749
C -1.6636 -0.0444 3.0628
N -0.2169 -0.0032 2.9310
C 0.5341 0.1792 3.9476
N 1.8514 0.5537 3.7794
C 2.8903 0.0523 4.6514
C 2.3210 0.8926 2.4466
N 0.1002 0.0775 5.2776
C 0.4906 1.0295 6.2882
C -0.5183 -1.1393 5.7360
N -3.0096 1.1940 -3.4349
C -2.8456 0.2238 -4.5044
C -2.9709 2.5750 -3.8856
H -6.9709 1.5605 -3.8480
H -5.6060 2.6355 -3.5919
H -5.5520 1.4281 -4.8947
H -5.8494 -0.9460 -4.1809
H -5.2870 -1.4079 -2.5807
H -6.9153 -0.7515 -2.7755
H -5.3341 0.8535 -0.1778
H -5.1266 -0.8228 -0.6100
H -3.5445 0.7932 1.4033
H -4.6772 -0.5168 1.7368
H -2.4533 -3.1511 0.9318
H -4.1484 -2.7197 0.7606
H -3.1726 -3.6951 -1.2238
H -3.8078 -2.0872 -1.5490
H -1.2213 -5.2817 0.3427
H 0.4827 -5.1612 -0.1338
H -0.3765 -3.7103 0.3798
H -0.7588 -5.0355 -3.5071
H 0.3329 -5.8851 -2.4033
H -1.4032 -6.2192 -2.3617
H 0.2326 -1.3586 -4.4531
H -0.6350 -0.7596 -3.0082
H 1.1237 -0.8025 -3.0186
H 1.7997 -3.7080 -3.6470
H 2.2413 -2.5626 -2.3678
H 1.4852 -4.0873 -1.9457
H -3.0463 -1.7127 3.0167
H -1.4492 -2.0309 2.3171
H -2.0481 0.8763 2.6170
H -2.0078 -0.0140 4.0984
H 2.4668 -0.3892 5.5484
H 3.4800 -0.7184 4.1384
H 3.5701 0.8581 4.9434
H 1.4673 1.1685 1.8375
H 2.8116 0.0323 1.9791
H 3.0331 1.7173 2.5025
H 0.9522 1.8952 5.8178
H -0.3919 1.3783 6.8336
H 1.1924 0.6069 7.0217
H -0.7769 -1.7693 4.8872
H 0.1521 -1.7115 6.3948
H -1.4357 -0.9292 6.2967
H -3.6981 0.1937 -5.2012
H -1.9537 0.4784 -5.0801
H -2.6948 -0.7690 -4.0748
H -3.2950 3.2393 -3.0846
H -1.9423 2.8413 -4.1417
H -3.5986 2.7695 -4.7655
C -0.9687 3.4580 -0.9333
O 0.1198 2.5389 -1.0490
C 0.9678 2.6712 -2.1026
C 0.8526 3.6806 -3.0502
C 1.7595 3.7614 -4.1029
C 2.7803 2.8326 -4.2126
C 2.8905 1.8199 -3.2660
C 2.0060 1.7228 -2.2029
N 2.0177 0.6527 -1.2528
N 3.1316 0.0762 -1.1900
C 3.2986 -1.0340 -0.3954
C 2.2438 -1.7853 0.2319
O 1.0182 -1.5932 0.0532
C 2.6620 -2.8556 1.1348
C 3.9488 -3.2134 1.2901
C 5.0109 -2.5404 0.5903
C 6.3501 -2.9411 0.7466
C 7.3683 -2.2891 0.0957
C 7.0501 -1.1991 -0.7322
C 5.7495 -0.7870 -0.8928
C 4.6814 -1.4510 -0.2425
H -0.6065 4.4854 -0.8703
H -1.4711 3.2297 0.0024
H -1.6428 3.3478 -1.7821
H 0.0604 4.4111 -2.9694
H 1.6534 4.5531 -4.8349
H 3.4803 2.8821 -5.0372
H 3.6625 1.0649 -3.3432
H 1.8638 -3.3485 1.6793
H 4.2145 -4.0195 1.9681
H 6.5659 -3.7786 1.4023
H 8.3969 -2.6031 0.2224
H 7.8431 -0.6670 -1.2458
H 5.5186 0.0654 -1.5161
S -2.9125 3.4002 2.9392
C -1.2362 3.6965 2.9948
N -0.3513 3.5868 2.0346
C 0.9123 3.9970 2.4175
C 2.0249 4.0504 1.5776
C 3.2466 4.4643 2.0855
C 3.3809 4.8261 3.4278
C 2.2780 4.7958 4.2730
C 1.0511 4.3910 3.7604
S -0.5011 4.2798 4.5244
H 1.9238 3.7384 0.5436
H 4.1116 4.4918 1.4337
H 4.3449 5.1375 3.8112
H 2.3727 5.0897 5.3121

116
Properties=species:S:1:pos:R:3 method="wB97M-V/def2-TZVPD" homo_lumo_gap_ha=0.2581 e_above_lowest_kcal_mol=1.79 charge=+1
Ca -0.0738 1.0063 0.1036
C 4.4191 1.6509 0.8545
C 4.1749 0.3145 0.1510
C 4.2122 0.4605 -1.3655
P 2.5621 -0.3717 0.7198
C 2.8676 -0.7081 2.5140
C 1.6764 -1.4591 3.1006
C 4.1711 -1.4409 2.8138
C 2.4365 -2.0225 -0.0786
C 3.6029 -2.7311 -0.3840
C 3.5510 -3.9357 -1.0669
C 2.3215 -4.4463 -1.4605
C 1.1584 -3.7574 -1.1466
C 1.1770 -2.5452 -0.4412
Si -0.4602 -1.6597 0.0317
C -1.6775 -2.1384 -1.3609
C -2.7902 -2.9721 -1.1825
C -3.7078 -3.1913 -2.2002
C -3.5350 -2.5812 -3.4361
C -2.4402 -1.7569 -3.6411
C -1.5183 -1.5226 -2.6181
P -0.0321 -0.4723 -2.8984
C 0.9466 -1.5607 -4.0529
C 0.5950 -1.4044 -5.5287
C 2.4472 -1.4183 -3.8153
C -0.7029 0.8975 -3.9362
C 0.4338 1.8488 -4.3062
C -1.8023 1.6161 -3.1602
C -1.1345 -2.6000 1.5404
C -1.1066 -4.0013 1.6022
C -1.7304 -4.7067 2.6180
C -2.4201 -4.0162 3.6072
C -2.4374 -2.6328 3.5863
C -1.7857 -1.9120 2.5767
P -1.7525 -0.0657 2.6880
C -1.5896 0.1444 4.5517
C -2.8884 0.4096 5.3132
C -0.5394 1.1805 4.9573
C -3.4892 0.4140 2.2641
C -3.9126 -0.2150 0.9398
C -3.5984 1.9347 2.1939
H 5.3467 2.1039 0.4977
H 4.4996 1.5441 1.9375
H 3.6105 2.3545 0.6473
H 4.9701 -0.3697 0.4511
H 3.3525 1.0238 -1.7368
H 4.1989 -0.5041 -1.8635
H 5.1193 0.9877 -1.6710
H 2.9035 0.2859 2.9726
H 1.5802 -2.4552 2.6627
H 0.7375 -0.9359 2.9192
H 1.7974 -1.5751 4.1806
H 4.1830 -2.4278 2.3452
H 4.2630 -1.5919 3.8919
H 5.0548 -0.8926 2.4857
H 4.5731 -2.3346 -0.1087
H 4.4664 -4.4652 -1.2988
H 2.2709 -5.3795 -2.0085
H 0.2045 -4.1659 -1.4670
H -2.9449 -3.4599 -0.2260
H -4.5579 -3.8414 -2.0319
H -4.2482 -2.7449 -4.2342
H -2.3226 -1.2779 -4.6070
H 0.6524 -2.5614 -3.7306
H 0.8485 -0.4117 -5.9060
H -0.4584 -1.5911 -5.7376
H 1.1736 -2.1265 -6.1095
H 2.7975 -0.4111 -4.0626
H 2.9999 -2.1241 -4.4405
H 2.6948 -1.6227 -2.7753
H -1.1285 0.4952 -4.8577
H 0.8934 2.2629 -3.4063
H 0.0671 2.6823 -4.9123
H 1.2243 1.3516 -4.8710
H -1.3948 2.0909 -2.2572
H -2.6127 0.9508 -2.8671
H -2.2262 2.4344 -3.7484
H -0.5871 -4.5564 0.8276
H -1.6906 -5.7890 2.6357
H -2.9325 -4.5515 4.3967
H -2.9615 -2.1143 4.3784
H -1.2068 -0.8298 4.8589
H -3.3350 1.3656 5.0325
H -2.6753 0.4572 6.3837
H -3.6419 -0.3630 5.1669
H -0.9161 2.1955 4.8259
H 0.3876 1.0791 4.3882
H -0.2957 1.0690 6.0162
H -4.1469 0.0490 3.0550
H -3.2572 0.0921 0.1147
H -4.9265 0.1013 0.6843
H -3.8909 -1.3038 0.9716
H -2.9941 2.3150 1.3654
H -3.2561 2.4344 3.1035
H -4.6301 2.2444 2.0107
C 2.3850 4.0353 -1.6529
C 1.0610 4.0041 -0.9353
C -0.1205 4.2973 -1.6087
C -1.3405 4.3945 -0.9426
C -2.6046 4.7235 -1.6899
C -1.3627 4.2056 0.4361
C -0.1998 3.9131 1.1493
C -0.2378 3.7444 2.6408
C 0.9992 3.7838 0.4471
H 2.2553 4.2720 -2.7082
H 2.9103 3.0860 -1.5814
H 3.0370 4.7932 -1.2155
H -0.0860 4.4893 -2.6753
H -3.2726 3.8597 -1.7261
H -2.3929 5.0244 -2.7149
H -3.1478 5.5327 -1.2010
H -2.2942 4.3384 0.9747
H -0.6323 2.7648 2.9019
H -0.8869 4.4878 3.1052
H 0.7551 3.8321 3.0811
H 1.9150 3.5931 0.9963

124
Properties=species:S:1:pos:R:3 method="wB97M-V/def2-TZVPD" homo_lumo_gap_ha=0.1386 e_above_lowest_kcal_mol=107.63 charge=0
C 2.4246 -1.9960 -0.3134
C 1.0978 -1.7176 0.3167
C 0.9945 -0.6977 1.4521
C 1.0013 0.6478 0.8976
C -0.2749 0.7746 -0.0086
C -0.2571 -0.1476 -1.1242
N 0.1057 -1.4308 -0.6580
O -0.3637 -2.5367 -1.2801
C 0.7880 0.2872 -2.3414
C -1.6017 -0.1676 -1.6640
C 0.7587 -3.1013 1.0273
H 3.3051 -1.0936 -0.3858
H 2.5081 -2.9135 -0.9322
H 3.0808 -2.4200 0.5838
H 1.7513 -0.9295 2.4017
H -0.0409 -0.7860 2.0932
H 1.9746 0.8813 0.4367
H 0.7662 1.4166 1.7476
H -0.3106 1.8065 -0.3177
H -1.1889 0.5231 0.6880
H 0.7586 -0.2487 -3.2438
H 1.6306 0.4675 -1.8208
H 0.4515 1.0197 -2.7487
H -1.9745 0.6063 -2.2123
H -2.4157 -0.7750 -1.1636
H -1.4964 -0.6115 -2.6524
H 0.7763 -3.9383 0.5297
H -0.3525 -3.1143 1.2276
H 1.2798 -3.0709 1.9026
B 2.4277 2.7476 3.0591
H 1.8408 3.7958 3.1704
H 3.4273 2.3383 3.7465
H 1.4975 2.0053 3.4067
H 2.8419 2.5179 1.8972
N -3.4321 3.0458 -5.8930
C -4.1886 2.6015 -4.7342
C -3.5719 1.1581 -4.5119
C -2.6621 0.8908 -5.6255
C -2.5589 2.1917 -6.4807
H -3.5486 4.0043 -6.4976
H -4.9307 3.2647 -4.3832
H -4.0118 0.3433 -3.8687
H -2.0928 -0.0448 -5.6799
H -2.0113 2.3273 -7.3939
N -4.9244 -1.2516 0.0802
C -4.2208 -0.5387 1.0883
C -3.0603 -1.4073 1.4768
C -3.2406 -2.6681 0.7290
C -4.4423 -2.4794 -0.1231
H -5.8392 -0.9486 -0.3324
H -4.6386 0.4827 1.4642
H -2.1949 -1.2584 2.2980
H -2.6609 -3.6567 0.7988
H -4.9055 -3.2042 -0.7639
N 0.5465 5.8037 -4.0658
C -0.0582 4.7145 -4.6459
C -0.9367 4.0052 -3.6592
C -0.6211 4.6936 -2.4063
C 0.3022 5.8792 -2.6644
H 1.0188 6.6227 -4.5078
H -0.0287 4.4751 -5.5928
H -1.3776 3.1727 -3.8459
H -1.0854 4.4547 -1.4385
H 0.7204 6.6035 -2.0832
N 4.4643 0.2297 3.1685
C 3.9440 -0.8725 3.8024
C 4.5871 -2.1329 3.0835
C 5.1810 -1.6376 1.8764
C 5.1309 -0.1598 1.9633
H 3.9411 1.1426 3.4662
H 3.3325 -0.8490 4.6236
H 4.5319 -3.2343 3.4409
H 5.6785 -2.2028 1.1643
H 5.4795 0.5590 1.2803
N -1.1442 -1.5653 4.5991
C 0.1929 -1.7968 4.6932
C 0.4446 -3.2634 4.2056
C -0.9333 -3.6389 3.6151
C -1.8407 -2.5554 3.9453
H -1.3888 -0.6685 4.7513
H 0.8615 -0.9348 5.0817
H 1.3389 -3.7333 4.0217
H -1.3133 -4.5500 3.2479
H -2.8416 -2.3225 3.8930
N 5.4388 -3.5629 -2.4149
C 6.0627 -3.3945 -1.2154
C 5.4481 -4.3909 -0.2687
C 4.2696 -5.0086 -1.1049
C 4.4191 -4.4080 -2.4601
H 5.8147 -2.9922 -3.3886
H 6.9185 -2.6168 -1.2973
H 5.9101 -4.6465 0.7054
H 3.4327 -5.8206 -0.8419
H 3.8291 -4.6594 -3.3817
N -1.0065 4.2366 3.2131
C -2.1202 4.3287 4.0045
C -3.1238 5.1145 3.0671
C -2.5152 5.1740 1.7335
C -1.1448 4.6384 1.9370
H -0.1919 3.5917 3.5593
H -2.2205 4.3352 5.0096
H -4.2959 5.0721 3.4755
H -3.0391 5.6877 0.7765
H -0.5335 4.3448 1.1216
N -1.7854 0.9631 5.6434
C -3.1751 0.9141 5.6456
C -3.6096 1.1064 4.2488
C -2.4171 1.6898 3.5231
C -1.2117 1.5560 4.4748
H -1.0461 1.1791 6.5771
H -3.6008 0.4380 6.3711
H -4.6654 1.1264 3.8801
H -2.3225 2.0874 2.5403
H -0.1490 1.8521 4.3141
N -0.3788 -2.1773 -6.3813
C -1.1082 -3.0162 -5.5995
C -0.2899 -3.5426 -4.3838
C 1.0489 -2.9616 -4.6033
C 1.0059 -2.1066 -5.8750
H -0.7116 -1.7418 -7.3076
H -2.1434 -3.1851 -5.7647
H -0.7347 -4.1494 -3.4878
H 1.9320 -3.0014 -3.9974
H 1.8081 -1.2835 -6.4257

What is the charge in the fourth record? 0